Density functional theory data (ωB97M-V/def2-TZVPD) for an isolated molecule of C5H9NO in a non-equilibrium geometry.

For the frontier orbital gap, the calculation gives 0.3473 Ha. The calculation puts the relative energy (zero: lowest compared OMol25 entry of this formula, charge and spin) at 71.4 kcal/mol. The calculation puts the largest force on an atom at 0.098 hartree/bohr.

Element x y z (Å)
O 0.34698 3.06709 -1.66535
C -0.23408 2.15296 -2.11221
C -0.51214 0.89093 -1.29095
C 0.50730 0.32343 -0.39226
C 0.03416 -0.87636 0.41460
C 0.41975 -1.06596 1.68479
N 0.23422 -2.27023 2.46981
H -0.74414 2.10742 -3.14178
H -1.39255 1.15644 -0.66946
H -0.69890 0.05404 -1.91164
H 1.47745 -0.00190 -0.81695
H 0.66055 1.23511 0.41117
H -0.77748 -1.45739 -0.16154
H 1.06363 -0.28654 2.03878
H -0.14120 -2.15749 3.46295
H -0.24354 -2.87155 1.68004

Forces on the atoms, in the same order (eV/Å):
O 1.2 2.1 0.3
C -1.6 -2.9 -0.6
C -0.6 0.2 -0.5
C 1.9 2.2 4.2
C -1.8 -0.1 -0.7
C -0.3 -0.9 -0.1
N -1.0 0.5 -2.4
H 0.7 0.5 0.8
H 0.1 -0.3 -0.5
H -1.2 -0.5 -1.3
H -0.5 0.8 -0.3
H 0.5 -2.3 -1.7
H 1.4 0.2 1.2
H 0.3 0.2 0.8
H 0.2 -0.4 -2.4
H 0.6 0.7 3.3